# 1
A 2-piece molecular cluster, C5H11N overall, computed with wB97M-V/def2-TZVPD.

XYZ file:
```
17
Properties=species:S:1:pos:R:3:forces:R:3:lowdin_charge:R:1
C -0.279847 0.529700 -1.920676 -0.01 0.05 0.01 -0.1031
C 0.155476 1.497547 -0.821213 -0.05 -0.07 -0.06 -0.2905
N 0.268289 0.782776 0.470708 0.19 0.26 -0.22 -0.1184
C 1.535291 1.025027 1.222498 -0.09 -0.08 0.06 -0.0285
C 1.479128 -0.087326 0.600295 0.06 0.11 -0.03 -0.0497
H -0.560277 1.073277 -2.829554 0.04 -0.09 0.14 0.0677
H 0.520118 -0.172380 -2.190427 -0.10 0.14 0.13 0.0664
H -1.142992 -0.054305 -1.582521 0.11 0.10 -0.06 0.0696
H 1.088584 2.011982 -1.110421 -0.09 -0.18 0.16 0.1047
H -0.613542 2.267990 -0.677531 0.14 -0.13 -0.04 0.1051
H 1.898688 1.722815 1.959185 0.00 -0.10 -0.19 0.0979
H 1.783120 -1.090252 0.346545 -0.05 0.21 0.02 0.1026
C -1.225088 -1.909565 1.314142 -0.03 0.01 -0.02 -0.0573
H -0.870909 -0.883009 1.367236 0.00 -0.06 0.05 -0.0194
H -0.995653 -2.440192 2.242154 -0.13 0.01 -0.17 0.0176
H -0.736747 -2.403958 0.467884 -0.12 0.00 0.15 0.0170
H -2.303639 -1.870127 1.141696 0.12 -0.20 0.07 0.0182
```
Forces are in eV/Å.

Results
DFT total energy   -251.71946 a.u.
Orbital gap   9.49 eV
Structure (SMILES)   CCN1C=C1.C
2S+1   1
E_HOMO   -8.322 eV



# 2
An isolated ion of composition C6H14NO and charge -1, computed with wB97M-V/def2-TZVPD.

XYZ file:
```
22
Properties=species:S:1:pos:R:3:forces:R:3:lowdin_charge:R:1
N -0.641946 -2.509938 -2.764951 0.35 -0.44 -0.91 -0.0261
C -0.244250 -1.521115 -1.783962 -0.17 0.19 1.53 -0.3113
C -0.730042 -0.086694 -2.043026 -0.25 -0.72 -0.64 -0.2237
C -0.979854 0.697349 -0.780146 0.20 0.88 1.34 -0.2392
C 0.257240 1.094271 0.077981 -0.35 -0.01 -0.33 -0.2370
C -0.010145 1.089392 1.595418 1.25 -0.07 -0.46 -0.2177
C 1.362482 0.947172 2.420637 -1.25 1.97 -0.25 -0.5912
O 1.175489 0.670468 3.694474 0.25 -0.53 0.33 -0.3595
H -1.620010 -2.561116 -3.020870 -0.05 0.62 0.38 0.0541
H -0.410025 -3.447409 -2.472307 0.27 -0.01 0.11 0.0517
H -0.544893 -1.801162 -0.768571 -0.69 0.02 0.11 0.1045
H 0.834507 -1.532452 -1.596241 0.15 0.00 -0.89 0.1059
H -1.674764 -0.100762 -2.595059 -0.13 -0.38 -0.04 0.0954
H -0.043415 0.373401 -2.754362 0.20 0.40 0.21 0.1054
H -1.638190 1.554595 -0.976870 0.35 0.13 -0.17 0.1010
H -1.559658 0.140975 -0.037180 -0.26 -0.57 -0.55 0.0915
H 0.649731 2.078482 -0.194947 -0.06 0.00 -0.19 0.0987
H 1.059445 0.392034 -0.184946 0.01 -0.07 0.30 0.0864
H -0.487256 2.031572 1.875824 -0.08 -0.05 0.17 0.0897
H -0.670057 0.273229 1.890948 0.00 -0.21 0.01 0.0836
H 2.006109 0.295315 1.790437 0.20 -0.52 0.06 0.0597
H 1.817429 2.008411 2.257062 0.06 -0.61 -0.10 0.0781
```
Forces are in eV/Å.

Results
DFT total energy   -366.96404 a.u.
Orbital gap   5.48 eV
Charge   -1
Structure (SMILES)   NCCCCCC[O-]
2S+1   1
E_HOMO   -2.099 eV



# 3
One molecule with the formula C15H16N6O2S2, computed with wB97M-V/def2-TZVPD.

XYZ file:
```
41
Properties=species:S:1:pos:R:3:forces:R:3:lowdin_charge:R:1
C 0.789444 -4.726362 -1.639949 0.05 0.00 -0.06 0.0335
C 0.243711 -4.857261 -0.447001 -0.03 0.08 0.20 -0.1407
C -0.261828 -3.735679 0.417252 -0.04 -0.53 0.16 -0.1523
N -0.143045 -2.445082 -0.201651 0.07 0.76 -0.32 -0.0054
C 0.822975 -1.513747 0.023859 0.09 0.14 -0.10 -0.5995
S 2.079260 -1.710483 1.205791 0.23 -0.06 0.23 1.0155
C 3.135119 -0.280239 0.799793 -0.17 -0.19 0.07 -0.3451
C 2.649792 1.013542 1.451636 0.10 -0.23 -0.19 -0.5364
O 3.160674 1.469584 2.437898 0.21 -0.05 0.19 0.1009
N 1.596844 1.559740 0.767329 0.02 -0.16 -0.29 0.0783
C 0.949321 2.710379 1.108461 -0.93 0.46 -0.42 -0.5936
N 1.263989 3.536608 2.038226 1.31 -1.16 0.20 0.0251
N 0.447630 4.575453 2.125643 -0.82 1.36 0.36 0.0038
C -0.511610 4.586076 1.278403 -0.29 -0.55 -0.49 -0.6144
C -1.533377 5.653723 1.164720 -0.10 0.17 -0.20 -0.2540
C -1.383823 6.422971 -0.148298 -0.10 -0.01 0.16 -0.1081
S -0.493780 3.187853 0.199380 0.53 0.26 0.68 1.0592
N 0.653421 -0.480335 -0.767924 0.63 -0.31 0.54 -0.0085
N -0.418361 -0.715798 -1.532459 -1.08 -0.38 -0.74 0.1023
C -0.900788 -1.890820 -1.207416 0.56 0.22 0.39 -0.2302
C -2.047310 -2.480721 -1.827972 -0.82 0.48 -1.03 -0.2046
C -2.827582 -1.980815 -2.841491 0.63 -0.19 0.69 0.0053
C -3.815637 -2.956320 -3.087436 -0.01 -0.55 0.34 -0.0481
C -3.569120 -3.972238 -2.213824 -0.63 0.19 -0.66 -0.1022
O -2.503825 -3.696800 -1.446450 0.38 0.03 0.37 0.0347
H 1.128214 -5.580550 -2.198727 0.05 -0.22 -0.05 0.0597
H 0.923150 -3.769737 -2.118572 -0.01 0.23 -0.02 0.0680
H 0.122923 -5.831567 0.004708 0.02 -0.18 -0.01 0.1036
H 0.309916 -3.710961 1.351957 -0.18 -0.01 -0.06 0.1053
H -1.313873 -3.915128 0.662597 0.21 0.06 0.08 0.1320
H 3.173816 -0.201904 -0.285483 0.09 0.01 -0.01 0.0857
H 4.113266 -0.532733 1.207963 -0.09 0.07 -0.04 0.0859
H 1.199521 1.006833 -0.011895 0.26 0.12 0.26 0.0706
H -2.529443 5.207047 1.214058 -0.01 0.07 0.09 0.1075
H -1.405762 6.326472 2.013717 -0.03 -0.11 0.02 0.1137
H -2.137490 7.203503 -0.211037 -0.06 0.09 -0.08 0.0698
H -1.504187 5.752538 -0.996669 0.00 0.02 -0.12 0.0597
H -0.400218 6.882818 -0.204975 0.08 0.04 -0.05 0.0797
H -2.691374 -1.038151 -3.327518 0.08 0.23 -0.09 0.1155
H -4.600680 -2.909641 -3.813279 -0.19 -0.06 -0.13 0.1044
H -4.061149 -4.909421 -2.044607 0.01 -0.14 0.10 0.1235
```
Forces are in eV/Å.

Results
DFT total energy   -1856.54262 a.u.
Orbital gap   8.79 eV
Structure (SMILES)   C=CCn1c(SCC(=O)Nc2nnc(CC)s2)nnc1-c1ccco1
2S+1   1
E_HOMO   -8.380 eV



# 4
A 2-piece molecular cluster, C7H13N3O3 overall, computed with wB97M-V/def2-TZVPD.

XYZ file:
```
26
Properties=species:S:1:pos:R:3:forces:R:3:lowdin_charge:R:1
O 2.074227 2.441139 0.537845 0.59 -0.93 -0.32 0.0304
C 2.232774 1.266705 0.212468 -2.61 0.78 0.72 -0.3571
C 3.529793 0.497846 0.269342 -0.07 0.73 -0.92 -0.0966
N 3.134614 -0.754394 -0.239944 -0.05 -2.28 -0.17 0.0519
C 1.843056 -0.952296 -0.553774 -2.81 0.00 -1.16 -0.4280
O 1.370860 -1.983217 -1.097219 1.07 1.36 1.23 -0.0143
C 1.138142 0.333080 -0.230984 0.24 0.14 0.36 -0.0348
C -0.203099 0.746168 -0.057630 1.53 0.47 0.21 -0.0276
N -1.383533 0.170949 -0.221451 -0.25 -0.14 -0.02 0.0204
C -1.669423 -1.206179 -0.583767 -0.62 0.76 0.11 -0.1521
C -1.740981 -2.051914 0.642249 -0.96 -2.55 -1.86 -0.3054
O -0.479727 -2.302334 1.117480 1.80 -1.32 0.69 -0.0515
H 4.148276 0.951860 -0.509815 0.61 0.37 0.61 0.1378
H 3.977308 0.443831 1.258744 0.08 0.32 -0.03 0.1381
H 3.662517 -1.595862 -0.181898 0.73 -0.25 -0.09 0.1465
H -0.225346 1.787576 0.340940 -0.21 -0.77 -0.46 0.1324
H -2.252713 0.690097 -0.057593 1.19 0.46 -0.12 0.0997
H -2.663126 -1.175596 -1.110399 1.24 -0.40 -0.02 0.1449
H -0.791860 -1.622709 -1.038591 0.05 -0.04 -1.50 0.0989
H -2.320030 -2.988928 0.358440 0.69 0.65 0.32 0.1391
H -2.305973 -1.608228 1.383771 -1.08 1.09 1.82 0.0915
H 0.012581 -2.994911 0.599823 -0.87 1.27 0.42 0.1193
N -2.674986 2.758899 -0.317216 -1.73 0.23 1.19 -0.0239
H -2.634758 2.741118 0.743400 0.20 0.54 -1.84 0.0529
H -2.073382 3.497294 -0.722612 -0.80 -0.56 0.63 0.0373
H -3.705216 2.910016 -0.541606 2.06 0.09 0.19 0.0502
```
Forces are in eV/Å.

Results
DFT total energy   -664.50054 a.u.
Orbital gap   8.61 eV
Structure (SMILES)   O=C1CNC(=O)/C1=C\NCCO.N
2S+1   1
E_HOMO   -8.092 eV



# 5
One molecule with the formula C7H6N2O2, computed with wB97M-V/def2-TZVPD.

XYZ file:
```
17
Properties=species:S:1:pos:R:3:forces:R:3:lowdin_charge:R:1
C 0.452982 1.094175 -1.539548 0.08 0.03 -0.20 -0.1082
N -0.306441 1.714004 -0.761287 0.74 1.24 -0.15 0.1027
C -1.463111 1.043702 -0.165376 0.79 -1.50 2.93 -0.2313
N -1.721721 0.001740 -1.029183 0.42 -1.30 -1.07 0.0840
C -0.643372 -0.789341 -0.930751 -0.75 0.94 0.54 -0.1959
C 0.323302 -0.414717 -1.974357 -0.06 -0.34 -0.37 -0.0589
C -0.188220 -0.860023 0.437721 -1.05 0.38 1.30 -0.2099
C -0.692477 0.160598 1.169785 -1.01 0.27 -2.62 -0.0550
O -0.027664 0.305659 2.331676 -0.04 0.44 -0.30 0.0316
C 0.850691 -0.821074 2.373820 0.75 -0.50 1.03 -0.1407
O 0.790339 -1.522846 1.141708 0.20 0.10 -0.65 0.0253
H 1.279120 1.635968 -1.972559 0.28 0.08 -0.07 0.1156
H -2.237903 1.741660 0.111998 -0.12 -0.02 -0.01 0.1256
H -0.117052 -0.404371 -2.970608 0.03 -0.02 -0.06 0.1221
H 1.292777 -0.916622 -1.974543 -0.05 0.05 0.02 0.1158
H 0.530539 -1.486917 3.191359 -0.02 0.15 -0.24 0.1398
H 1.878210 -0.481598 2.560144 -0.19 0.00 -0.07 0.1374
```
Forces are in eV/Å.

Results
DFT total energy   -530.12809 a.u.
Orbital gap (alpha / beta)   7.67 / 7.67 eV
Structure (SMILES)   C1=N[C@H]2N=C(C1)C1=C2OCO1
2S+1   1
E_HOMO (alpha / beta)   -7.829 / -7.829 eV



# 6
A 2-piece molecular cluster, C5H11NO2 overall, computed with wB97M-V/def2-TZVPD.

XYZ file:
```
19
Properties=species:S:1:pos:R:3:forces:R:3:lowdin_charge:R:1
C 0.940974 0.091557 0.069022 0.47 0.67 1.31 -0.0176
C 0.165826 1.051888 -0.438928 0.46 -1.10 -1.04 -0.1882
C -1.349447 0.892892 -0.734020 2.66 1.15 0.74 -0.1781
C -2.008350 1.118206 0.633963 -1.28 -0.31 -0.42 -0.2321
N -2.136723 -0.087524 1.467620 -1.12 1.05 -1.70 0.0158
C -3.088138 -1.012205 1.001326 2.74 0.77 2.20 -0.3316
O -3.050229 -2.122247 1.475075 -1.29 -0.28 -1.11 0.0296
H 0.582039 -0.802092 0.568547 -0.24 -0.27 -0.56 0.0498
H 2.000851 0.297947 0.307617 -0.61 -0.08 -0.45 0.0608
H 0.734214 1.915780 -0.775138 -0.53 0.30 -0.03 0.0922
H -1.633100 1.730492 -1.371327 -0.14 -0.27 -0.28 0.1014
H -1.407454 -0.061926 -1.255714 -0.86 -0.01 0.29 0.1144
H -3.021549 1.557486 0.419050 0.74 -0.44 0.73 0.1200
H -1.401161 1.853323 1.162060 -0.33 0.07 0.07 0.1138
H -1.268284 -0.439206 1.835023 -0.13 -0.32 0.20 0.1143
H -3.729571 -0.479978 0.274122 -0.55 -0.92 0.05 0.1356
O 6.350848 -2.042206 -1.797061 -0.04 0.03 -0.19 -0.0601
H 6.468064 -2.222288 -0.862126 0.06 0.05 0.10 0.0281
H 6.851194 -1.239896 -1.979112 -0.02 -0.08 0.10 0.0318
```
Forces are in eV/Å.

Results
DFT total energy   -402.29723 a.u.
Orbital gap   10.44 eV
Structure (SMILES)   C=CCCNC=O.O
2S+1   1
E_HOMO   -9.588 eV



# 7
A 2-piece molecular cluster, C4H11O3 overall, computed with wB97M-V/def2-TZVPD.

XYZ file:
```
18
Properties=species:S:1:pos:R:3:forces:R:3:lowdin_charge:R:1
C 0.484997 -1.281700 0.434585 -1.57 1.24 -0.10 -0.1839
C -0.070372 -0.216685 1.420283 0.99 0.13 -0.54 -0.2204
C 0.068118 1.272231 1.018195 -1.11 -0.73 0.80 -0.2331
O -1.168341 1.968378 1.329484 0.35 -0.29 -0.18 -0.1097
C -0.486967 -1.247343 -0.865579 1.95 0.23 0.90 -0.5558
O -1.757764 -1.163932 -0.642542 -0.75 0.12 0.05 -0.2771
H 1.484656 -1.109174 0.022043 0.20 -0.10 0.56 0.0885
H 0.367098 -2.198340 1.027035 0.36 -0.32 -0.64 0.0859
H 0.371304 -0.337814 2.403764 0.07 -0.10 0.36 0.0839
H -1.126301 -0.500880 1.488202 -0.06 0.22 -0.10 0.0868
H 0.342197 1.370596 -0.023275 -0.20 0.10 -0.42 0.0845
H 0.818733 1.763337 1.623816 0.41 0.09 0.07 0.0933
H -1.820694 1.257791 1.415276 0.06 0.32 -0.30 0.0648
H 0.046249 -0.389288 -1.464605 -1.02 -0.72 1.03 0.0437
H -0.070791 -2.097904 -1.415505 -0.21 -0.88 -0.71 0.0709
H 1.191004 1.705456 -2.475912 -0.36 -0.03 0.33 0.0022
H 0.286594 0.352179 -2.409521 1.45 1.30 -0.67 0.0127
O 1.040278 0.853092 -2.885742 -0.56 -0.59 -0.44 -0.1373
```
Forces are in eV/Å.

Results
DFT total energy   -384.68267 a.u.
Orbital gap   6.96 eV
Charge   -1
2S+1   1
E_HOMO   -3.036 eV



# 8
C33H25N8O2PbSbSe4 as an isolated structure, computed with wB97M-V/def2-TZVPD.

XYZ file:
```
74
Properties=species:S:1:pos:R:3:forces:R:3:lowdin_charge:R:1
Pb 0.162488 -0.572715 -0.415014 0.15 0.01 -0.36 0.8264
O -0.248716 -1.351868 4.195354 -0.11 0.01 0.19 0.0451
C -0.004940 -1.270380 3.001664 0.38 -0.10 0.00 -0.4583
N -0.793188 -0.804149 2.002145 -0.07 -0.08 -0.13 0.0393
C -1.939646 -0.156463 2.308006 -0.19 -0.16 -0.24 -0.4949
O -2.300386 0.319226 3.376640 -0.02 0.13 0.28 0.0281
C -2.889590 0.055214 1.122310 0.00 -0.10 0.19 -0.2299
C -4.108817 0.681421 1.356928 0.01 -0.03 0.00 -0.0201
C -4.960669 0.889208 0.288596 -0.07 0.05 0.01 -0.0752
C -4.579678 0.460233 -0.974628 0.05 0.01 -0.04 -0.0646
C -3.347673 -0.157227 -1.112979 0.05 -0.03 -0.02 -0.1411
N -2.527085 -0.343562 -0.086588 0.09 -0.32 0.00 0.0181
C 1.363882 -1.802023 2.552366 -0.04 0.11 0.04 -0.2028
C 2.248096 -2.233504 3.530911 0.02 0.00 -0.01 -0.0190
C 3.484052 -2.719277 3.136489 0.06 -0.05 0.12 -0.0841
C 3.796074 -2.775120 1.789843 -0.02 0.03 -0.17 -0.0501
C 2.862064 -2.314898 0.872401 -0.03 -0.01 0.09 -0.1205
N 1.687914 -1.832300 1.262848 -0.39 0.03 -0.12 0.0028
H -4.342833 0.988567 2.365698 -0.01 0.01 0.00 0.1095
H -5.915213 1.381603 0.437445 0.00 -0.01 -0.01 0.0957
H -5.212450 0.597277 -1.840754 -0.04 0.02 0.00 0.0959
H -2.991522 -0.525164 -2.069499 0.01 0.00 -0.04 0.1003
H 1.939125 -2.181010 4.564871 0.01 -0.01 0.00 0.1079
H 4.195591 -3.061985 3.879322 0.00 0.00 0.01 0.0971
H 4.735967 -3.170062 1.431823 0.05 -0.02 0.02 0.1029
H 3.043960 -2.318513 -0.196279 0.08 -0.04 -0.06 0.0501
C -1.561074 1.453190 -4.803565 0.02 0.00 -0.04 -0.0464
C -2.350163 2.570770 -4.596560 0.02 -0.01 0.07 -0.0798
C -2.306765 3.205102 -3.359983 -0.05 -0.06 -0.13 -0.0395
C -1.481454 2.670068 -2.381667 -0.04 0.24 0.28 -0.2510
N -0.728274 1.598001 -2.575594 0.20 -0.31 -0.04 0.1001
C -0.752713 1.003604 -3.763716 0.06 -0.10 -0.03 -0.1304
C -1.420274 3.256452 -1.009191 -0.24 -0.02 -0.05 -0.2167
C -1.427453 4.632696 -0.802539 -0.01 0.05 -0.05 -0.0307
C -1.428217 5.110669 0.496800 0.02 -0.01 0.05 -0.0834
C -1.425484 4.203864 1.544504 0.04 0.05 0.01 -0.0593
C -1.411338 2.849585 1.241154 0.10 0.06 -0.01 -0.1081
N -1.408002 2.384394 -0.002008 0.13 0.19 -0.05 0.1355
H -1.549822 0.913458 -5.740132 -0.02 -0.02 -0.02 0.1004
H -3.003923 2.943756 -5.376288 0.01 -0.01 -0.02 0.0957
H -2.931826 4.061852 -3.145665 0.01 0.04 0.00 0.1006
H -0.107203 0.136558 -3.897946 -0.06 0.07 -0.02 0.0111
H -1.421239 5.308590 -1.649136 0.00 -0.02 0.02 0.1056
H -1.426977 6.176782 0.688184 0.00 0.02 0.01 0.0965
H -1.427190 4.526268 2.576849 0.00 0.01 0.01 0.0996
H -1.412059 2.102366 2.026716 0.04 0.18 0.07 0.0964
Se 0.542262 -2.279301 -5.538736 -0.01 0.01 -0.06 -0.3356
Sb 1.482738 -2.618149 -3.313774 -0.06 -0.02 -0.04 -0.4169
Se -0.522117 -2.881811 -1.746347 0.02 0.20 0.10 -0.1872
Se 2.566000 -0.503950 -2.555808 -0.11 -0.03 0.22 -0.2144
Se 2.936605 -4.517499 -2.911143 0.06 -0.03 -0.01 -0.3501
C 2.669826 3.400032 0.261713 -0.02 -0.05 -0.07 -0.0475
C 2.441792 2.032125 0.180800 0.02 -0.02 0.06 -0.1633
N 2.294815 1.265767 1.263656 -0.16 0.09 -0.11 0.0849
C 2.383793 1.839512 2.451552 0.05 -0.15 0.04 -0.1087
C 2.701861 3.181066 2.644110 0.06 0.08 0.20 -0.2229
C 2.809631 3.977704 1.509717 -0.03 0.04 -0.01 -0.0364
C 2.892243 3.748965 3.990287 -0.14 0.09 -0.15 -0.0457
C 3.459120 3.205248 5.067397 0.22 -0.21 0.13 -0.0357
C 4.158401 1.906792 5.223872 -0.22 0.33 -0.07 -0.2740
C 4.820415 1.239091 4.199907 0.07 -0.06 -0.07 -0.0074
C 5.425536 0.040442 4.514003 -0.02 0.00 0.02 -0.1276
N 5.412045 -0.470026 5.746750 0.02 -0.03 -0.02 0.0734
C 4.780113 0.261367 6.654478 -0.01 0.01 0.01 -0.2196
N 4.161601 1.421068 6.469527 0.05 -0.09 0.03 0.1184
H 2.737022 3.987354 -0.643348 0.02 0.02 -0.02 0.1043
H 2.364488 1.518196 -0.773588 0.00 0.05 -0.06 -0.0083
H 2.204712 1.195505 3.306647 -0.03 -0.02 0.03 0.1257
H 3.003285 5.039821 1.609628 0.02 0.02 0.01 0.1096
H 2.495423 4.752950 4.122396 -0.01 -0.02 -0.02 0.1071
H 3.423926 3.761912 5.996977 -0.01 0.01 0.00 0.0996
H 4.851479 1.621766 3.191485 -0.01 0.02 0.00 0.1149
H 5.930338 -0.534953 3.747020 0.03 -0.03 0.01 0.1096
H 4.765079 -0.130042 7.664904 0.01 -0.03 0.05 0.0989
```
Forces are in eV/Å.

Results
DFT total energy   -11900.13154 a.u.
Orbital gap   4.66 eV
Charge   -2
2S+1   1
E_HOMO   -1.448 eV